The molecule C25H33NO6, computed with wB97M-V/def2-TZVPD.

```
65
C25H33NO6 | the Open Molecules 2025 dataset | wB97M-V/def2-TZVPD
O 2.00328 -2.71977 -3.56994
O -3.36730 -0.35579 2.99733
O 2.46298 0.21557 2.81514
O 2.66463 -0.60978 -3.21445
O -3.13113 4.42565 2.65010
O -4.08618 1.95527 3.97552
N -0.68981 0.51725 -1.21966
C -0.64778 -1.54874 -3.21719
C -3.03656 -1.63174 2.51054
C -2.84281 3.15352 2.26283
C -2.06004 0.68156 1.20805
C -2.87702 0.74275 2.31913
C 1.22585 0.82689 3.08925
C 4.95749 -1.42760 -3.03792
C -1.94848 -1.08268 -2.56927
C 3.93551 -2.22109 0.58941
C -1.62261 1.85734 0.61045
C 3.87732 -0.84261 -3.93510
C 0.52690 -2.16467 -1.05404
C 3.77247 -1.29908 1.60211
C 0.53885 0.22140 -1.92878
C 1.66423 -1.88538 -0.11355
C 0.56161 -1.26074 -2.30945
C -3.95568 4.66114 3.77052
C -0.67727 1.81002 -0.56465
C 2.88613 -2.52244 -0.26419
C -3.27794 1.97247 2.86590
C 1.81575 -1.62941 -3.09303
C 1.49412 -0.96465 0.91514
C 2.54044 -0.66769 1.77788
C -1.83105 0.36557 -2.10218
C -2.01821 3.06902 1.13857
H 0.56834 -3.20247 -1.39043
H -2.76509 -1.16586 -3.28845
H 4.67746 -2.42864 -2.72267
H 5.08860 -0.80650 -2.15512
H -4.02049 5.74564 3.85406
H 3.01305 -3.25660 -1.04533
H -2.19119 -1.71876 -1.71788
H 0.33701 1.99151 -0.19144
H -0.69010 -2.61452 -3.44549
H -4.95513 4.24507 3.62961
H -4.24617 1.02551 4.18789
H -3.52147 4.24937 4.68362
H 0.64002 0.83175 -2.84403
H 1.38921 0.44401 -1.28219
H -1.69536 3.99764 0.69537
H -2.73038 0.65641 -1.55371
H -0.41563 -1.99193 -0.53835
H -0.50605 -1.01136 -4.15899
H 0.45221 0.08692 3.31778
H -1.73944 1.02889 -2.98319
H -3.40484 -1.77759 1.49043
H 5.89527 -1.47871 -3.58389
H -3.52975 -2.33822 3.17666
H 0.53812 -0.47856 1.02111
H -1.95603 -1.80461 2.53637
H 3.66792 -1.51976 -4.76983
H 0.88339 1.45554 2.26138
H 4.57822 -1.05507 2.27606
H 4.17115 0.13857 -4.31451
H -1.75879 -0.25888 0.78124
H 1.39386 1.45113 3.96533
H -0.91426 2.63254 -1.26173
H 4.88866 -2.71401 0.46585
```

Calculated values
M	443.54	g/mol
energy above the lowest of the compared OMol25 structures with the same formula, charge and spin	270.0	kJ/mol
structure (SMILES)	CCOC(=O)[C@]1(Cc2cccc(OC)c2)CCCN(Cc2cc(OC)c(O)c(OC)c2)C1

Need the Löwdin charges? In units of e they are: 0.12, -0.10, -0.08, 0.00, -0.07, 0.05, -0.17, -0.12, -0.07, -0.20, 0.00, -0.19, -0.08, -0.06, -0.16, -0.07, -0.21, -0.20, -0.06, -0.01, -0.12, -0.20, -0.32, -0.08, -0.14, -0.05, -0.16, -0.46, 0.03, -0.26, -0.18, 0.04, 0.14, 0.11, 0.07, 0.08, 0.09, 0.11, 0.10, 0.13, 0.13, 0.09, 0.11, 0.09, 0.14, 0.13, 0.13, 0.12, 0.11, 0.13, 0.09, 0.13, 0.10, 0.08, 0.10, 0.09, 0.09, 0.12, 0.09, 0.12, 0.12, 0.09, 0.10, 0.13, 0.11

***

A structure of composition C25H33O2ReTe in a non-equilibrium geometry, computed with wB97M-V/def2-TZVPD.

```
62
C25H33O2ReTe | the Open Molecules 2025 dataset | wB97M-V/def2-TZVPD
Re 0.18333 0.56543 1.32535
Te 1.76129 2.58869 0.53938
O 1.46365 -1.68222 -2.34925
O -1.36724 -2.03046 -2.86981
C 0.35410 5.56253 3.41506
C 2.01211 4.27169 4.62781
C 2.36490 3.60019 3.44685
C -2.62920 -2.33860 -3.54261
C 0.95321 0.53554 3.35330
C 0.99986 5.23915 4.61441
C -0.27124 -0.20986 3.29212
C -1.98331 2.89245 1.75953
C 1.89942 -0.07483 2.44647
C -1.48093 1.29636 0.11163
C -0.76827 -3.97030 -1.53066
C -2.08158 -2.11380 -0.54053
C -0.07951 -1.29592 2.36692
C -2.38794 1.63216 2.25900
C -1.40658 2.70460 0.46221
C -3.09838 -3.34655 -2.51107
C 1.60375 -2.80643 -3.28359
C 1.24617 -1.18499 1.80959
C 1.63558 3.85751 2.27092
C 2.29712 -2.40011 -4.58923
C 0.67998 4.88051 2.23768
C -2.08292 0.61326 1.25959
C 2.15024 -0.56732 -2.98274
C -1.80771 -2.91050 -1.78941
C 2.67684 -0.91873 -4.37951
H 1.65410 -1.79876 1.01467
H 2.22443 -0.26253 -5.13529
H -1.14606 -1.68399 -0.17081
H -1.07038 3.50083 -0.19239
H 2.89875 0.24804 2.29353
H -4.05012 -3.01360 -2.10767
H 1.55994 -2.47634 -5.39697
H -2.50026 -2.68518 -4.57577
H 1.43737 0.26517 -3.02929
H 3.77156 -0.82476 -4.41575
H -0.76371 -2.10699 2.20293
H -1.16154 0.01047 3.86007
H 0.71496 5.75376 5.53452
H -2.48759 -2.80076 0.20273
H -3.13841 -4.39731 -2.78751
H 0.14528 -3.48255 -1.17399
H -0.41994 6.32753 3.38720
H -2.77759 -1.30640 -0.76684
H 3.16816 2.86433 3.43500
H -2.11657 3.84016 2.26836
H 3.15975 -3.05432 -4.81073
H 2.98903 -0.27958 -2.31731
H 1.11930 1.36779 4.01596
H 2.52041 4.03586 5.56386
H 0.16974 5.09279 1.29992
H -2.88724 1.46547 3.21962
H -2.51023 -0.38823 1.23782
H -3.31916 -1.46291 -3.52665
H -0.51821 -4.48862 -2.46771
H 2.22895 -3.56889 -2.78303
H -1.21955 0.82215 -0.82938
H -1.12442 -4.67719 -0.78007
H 0.61251 -3.22488 -3.49845
```

Calculated values
total charge	+1
multiplicity	4
M	679.34	g/mol
energy above the lowest of the compared OMol25 structures with the same formula, charge and spin	0.0	kJ/mol

Need the Löwdin charges? In units of e they are: 1.08, 1.22, -0.18, -0.09, -0.07, -0.07, -0.15, -0.15, -0.17, -0.06, -0.16, -0.07, -0.25, -0.32, -0.02, -0.04, -0.18, -0.09, -0.20, -0.07, -0.20, -0.20, -0.55, -0.15, -0.17, -0.24, -0.20, -0.57, -0.15, 0.13, 0.11, 0.06, 0.09, 0.09, 0.11, 0.11, 0.12, 0.11, 0.11, 0.12, 0.12, 0.11, 0.10, 0.12, 0.07, 0.11, 0.09, 0.10, 0.11, 0.12, 0.11, 0.11, 0.11, 0.09, 0.12, 0.09, 0.12, 0.09, 0.12, 0.11, 0.10, 0.08

***

A cluster of 3 separate species, C25H34Br2F19NO3P in total in a non-equilibrium geometry, computed with wB97M-V/def2-TZVPD.

```
85
C25H34Br2F19NO3P | the Open Molecules 2025 dataset | wB97M-V/def2-TZVPD
Br 1.60973 5.31579 0.29268
Br 1.00061 3.12105 -3.82479
P -3.08585 3.33854 2.23573
F 6.45301 0.25819 -2.88467
F 8.33131 3.06742 0.08044
F 8.17964 -1.91054 -2.87060
F 1.57249 2.59200 -0.52257
F 8.30552 -0.86318 -0.97380
F 7.03228 0.78391 0.88041
F -2.23962 -4.95491 0.01256
F 5.78366 2.55901 0.91978
F 8.12311 1.71385 -1.59179
F -5.09427 -6.71109 1.88981
F -3.36074 -7.25542 -0.20348
F -1.57582 -3.22670 -1.10203
F 1.59755 5.54090 -2.59398
F -4.15713 -3.84601 -1.78773
F -2.72929 -4.15238 -3.39433
F 5.39840 -1.61641 -2.83940
F 3.11832 3.91058 -2.30368
F -4.80052 -4.92023 0.69946
F -5.26112 -8.23111 -0.45148
O -4.84265 -6.47164 -1.70968
O 0.64574 -0.83288 0.72315
O 5.47205 -0.43814 -0.97919
N -0.02145 0.27776 0.77197
C -0.51095 3.74122 -1.14909
C 1.04254 3.85795 -0.90140
C -0.42535 2.47568 1.98373
C 0.05590 0.96319 2.08043
C -1.36693 0.19367 0.18109
C -2.24910 -1.05864 0.69224
C -1.94938 -4.52617 -1.22705
C -3.28360 2.14810 3.67910
C -1.68690 2.75199 1.04368
C -1.44602 4.03282 0.09401
C -2.27898 1.48884 0.26754
C 6.40911 1.68287 0.08303
C -5.31346 -6.16711 0.67008
C -4.72395 3.47557 1.27946
C -3.13556 -4.63994 -2.18653
C 1.63614 1.04257 2.44050
C 7.48251 -1.59166 -1.75411
C -4.66449 -7.01975 -0.42464
C 1.73794 4.16302 -2.33014
C -0.59137 0.15496 3.30018
C -3.68069 -6.06356 -2.44599
C 5.29507 0.96124 -0.71167
C 6.21186 -0.81627 -2.11519
C -1.13871 -0.09788 -1.39864
C 7.42194 2.48154 -0.74024
H -0.71679 2.70863 -1.55131
H 1.74314 1.99421 3.05687
H -1.17308 4.93249 0.71340
H 0.01690 -0.78302 3.51870
H -0.82160 4.46542 -1.97356
H 4.41008 0.99115 -0.07078
H 6.92847 3.27358 -1.31031
H -4.02053 -6.06352 -3.48463
H -4.13796 2.49789 4.34412
H 1.97217 0.14504 3.03003
H -2.92345 -1.39909 -0.15690
H 5.00329 1.51096 -1.60938
H -0.23931 0.44560 -1.80791
H -2.51243 1.83777 -0.79451
H 0.45426 3.08239 1.62519
H 2.17869 1.18145 1.46270
H -5.06634 2.43759 0.98069
H -1.08661 -5.08729 -1.59636
H -2.34692 2.18262 4.30688
H -2.48197 4.25834 -0.33426
H -5.52989 3.90636 1.94751
H -4.58494 4.11651 0.35560
H -3.29124 1.18402 0.69324
H -2.89445 -6.82102 -2.41349
H 7.23780 -2.51237 -1.22018
H -3.56083 1.08802 3.36439
H -0.65838 2.85624 3.03451
H -6.39104 -6.08570 0.51226
H -0.45093 0.81580 4.21708
H -1.68997 -0.05310 3.18233
H -0.99904 -1.22226 -1.47704
H -2.08700 0.12230 -1.98956
H -2.95427 -0.75475 1.53284
H -1.62836 -1.93490 1.02868
```

Calculated values
multiplicity	2
M	948.30	g/mol
calculated total energy	-8640.15319	Eh

Need the Löwdin charges? In units of e they are: 0.85, 0.82, 0.90, 0.14, 0.09, 0.10, -0.05, 0.10, 0.13, 0.10, 0.10, 0.10, 0.10, 0.14, 0.06, -0.05, 0.13, 0.11, 0.14, -0.02, 0.10, 0.15, 0.03, 0.00, 0.04, -0.15, -0.19, -0.72, -0.12, -0.42, -0.41, -0.04, -0.29, -0.31, -0.50, -0.21, -0.11, -0.43, -0.28, -0.30, -0.43, -0.03, -0.28, -0.52, -0.81, -0.03, -0.04, -0.03, -0.52, -0.04, -0.30, 0.08, 0.09, 0.08, 0.10, 0.12, 0.14, 0.17, 0.15, 0.05, 0.08, 0.09, 0.14, 0.08, 0.11, 0.07, 0.07, 0.03, 0.18, 0.03, 0.10, 0.04, 0.04, 0.09, 0.14, 0.18, 0.03, 0.10, 0.18, 0.09, 0.05, 0.06, 0.10, 0.07, 0.09

***

The ion C25H34F4P with charge +1 in a non-equilibrium geometry, computed with wB97M-V/def2-TZVPD.

```
64
C25H34F4P | the Open Molecules 2025 dataset | wB97M-V/def2-TZVPD
P -0.17441 0.07333 -0.05475
F -2.62624 2.64714 -4.58314
F 4.02997 -2.91477 -2.27037
F 0.03358 -5.40529 -1.58867
F 2.00624 3.35734 -3.77285
C 0.99817 1.33437 -3.02717
C -0.08087 -3.03277 -1.79746
C 0.57915 -1.79319 -1.93123
C -2.57753 3.95953 2.65591
C -1.59566 -1.24892 2.07688
C -2.86991 -3.39795 1.35568
C 2.65867 -2.96739 -2.15279
C 0.67571 -4.20229 -1.78770
C -1.36757 0.99491 -3.41317
C -0.43814 -1.33521 1.07493
C -1.41594 2.58407 0.83308
C -2.15425 -2.63352 2.46981
C 1.46793 0.80702 0.22511
C 3.03234 1.06672 2.24405
C 2.46715 0.10972 1.19247
C -0.26827 -0.52465 -1.69460
C -1.41751 2.21345 -4.08576
C -1.55379 1.26080 0.04003
C -2.08168 2.58383 2.21349
C 0.88776 2.55757 -3.69487
C -0.17640 0.62106 -2.76129
C -0.30113 3.03240 -4.23336
C 1.94875 -1.76231 -2.20478
C 2.05696 -4.20532 -1.96012
C 4.31820 0.59404 2.91400
H -2.44476 0.72331 0.39504
H 5.12566 0.47331 2.18420
H -3.63713 -2.78674 0.86762
H -1.16956 -3.07773 -1.69840
H 2.00958 -0.72986 1.73100
H 2.26166 1.20271 3.01297
H -2.18295 -3.76127 0.58344
H -1.24671 -0.74908 2.99316
H 2.47417 -0.84309 -2.45350
H 0.48500 -1.52742 1.63522
H -1.78488 1.51635 -1.00286
H -2.92076 1.87883 2.23518
H -2.85549 -2.47044 3.29684
H -1.35637 2.21524 2.94718
H 1.98294 0.98919 -2.71672
H -1.31479 -0.87062 -1.75811
H -1.75981 4.68527 2.70124
H -1.33993 -3.25442 2.86314
H -0.35937 2.86245 0.95252
H -3.36763 -4.27478 1.78193
H -2.41290 -0.63818 1.67834
H 3.19810 2.04958 1.78910
H 2.63060 -5.12290 -1.94131
H 4.62828 1.34786 3.64408
H -3.33797 4.34636 1.96956
H 4.17734 -0.35575 3.44006
H -0.55951 -2.21474 0.43260
H -2.25188 0.35502 -3.36305
H 1.95070 0.86255 -0.75834
H -0.36134 3.99346 -4.73093
H -1.87874 3.38255 0.22497
H 3.28260 -0.32536 0.59023
H -3.02845 3.89103 3.64897
H 1.30302 1.85358 0.54326
```

Calculated values
total charge	+1
M	441.51	g/mol
energy above the lowest of the compared OMol25 structures with the same formula, charge and spin	0.0	kJ/mol

Need the Löwdin charges? In units of e they are: 1.08, 0.06, 0.06, 0.06, 0.06, 0.02, 0.01, -0.19, -0.10, -0.23, -0.10, -0.21, -0.21, 0.02, -0.22, -0.22, -0.25, -0.22, -0.27, -0.23, -0.30, -0.22, -0.22, -0.27, -0.21, -0.19, 0.09, 0.04, 0.09, -0.10, 0.09, 0.08, 0.08, 0.13, 0.08, 0.11, 0.05, 0.12, 0.11, 0.09, 0.08, 0.10, 0.11, 0.11, 0.10, 0.13, 0.08, 0.12, 0.09, 0.08, 0.08, 0.11, 0.14, 0.08, 0.08, 0.08, 0.07, 0.14, 0.07, 0.14, 0.12, 0.12, 0.08, 0.09

***

Q: The lowest M belongs to which entry?
A: C25H34F4P

***

Q: Which value of M does entry 2 give?
A: 679.34 g/mol